No. 1
{"formula": "C5H10ClNS", "method": "ωB97M-V/def2-TZVPD", "symbols": ["C", "C", "Cl", "C", "C", "N", "C", "S", "H", "H", "H", "H", "H", "H", "H", "H", "H", "H"], "positions_angstrom": [[-1.54, 1.68, -0.44], [-0.03, 0.85, -0.54], [0.67, 0.76, -2.15], [0.97, 0.75, 0.69], [0.90, -0.69, 0.50], [0.81, -1.51, 1.70], [-0.41, -0.58, -0.27], [-0.84, -1.58, -1.70], [-2.20, 1.08, 0.36], [-1.98, 1.56, -1.58], [-1.54, 2.89, 0.00], [1.99, 1.11, 0.22], [0.51, 1.21, 1.57], [1.48, -1.32, -0.34], [1.34, -1.32, 2.62], [1.07, -2.54, 1.50], [-1.39, -0.77, 0.39], [0.18, -1.58, -2.52]], "lowdin_charge": [-0.08, -0.81, 0.65, -0.10, -0.50, 0.00, -0.74, 0.71, 0.08, 0.10, 0.12, 0.14, 0.13, 0.17, 0.11, 0.10, 0.13, -0.19], "smiles": "C[C@@]1(Cl)C[C@@H](N)[C@@H]1S", "relative_energy_kcal_mol": 88.27, "max_force_ev_per_a": 5.7, "e_lumo_ev": 0.78, "gap_ev": 9.4}


No. 2
{"formula": "C5H10F2", "method": "ωB97M-V/def2-TZVPD", "symbols": ["C", "C", "C", "C", "C", "F", "F", "H", "H", "H", "H", "H", "H", "H", "H", "H", "H"], "positions_angstrom": [[-0.61, 1.49, -0.69], [-0.32, -1.07, -1.02], [-1.25, -0.32, 1.20], [2.25, -0.03, 0.60], [-0.69, 0.07, -0.10], [2.72, -1.12, -0.08], [2.62, 1.05, -0.06], [-1.67, 1.71, -0.68], [-0.05, 1.32, -1.58], [-0.15, 2.08, 0.05], [-1.24, -1.27, -1.64], [-0.35, -2.05, -0.58], [0.51, -0.81, -1.53], [-0.85, -1.27, 1.35], [-1.08, 0.38, 2.13], [-2.43, -0.31, 0.91], [2.57, 0.14, 1.72]], "lowdin_charge": [-0.05, -0.09, -0.11, -0.20, -0.39, 0.00, 0.02, 0.08, 0.07, 0.05, 0.11, 0.06, 0.02, 0.03, 0.11, 0.13, 0.14], "relative_energy_kcal_mol": 129.82, "max_force_ev_per_a": 5.3, "e_lumo_ev": [0.24, 0.92], "gap_ev": [6.9, 9.7]}


No. 3
{"formula": "C5H10F2", "method": "ωB97M-V/def2-TZVPD", "symbols": ["C", "C", "C", "C", "C", "F", "F", "H", "H", "H", "H", "H", "H", "H", "H", "H", "H"], "positions_angstrom": [[-0.94, 1.33, 0.35], [1.44, 0.69, 0.12], [-0.09, -0.11, -1.75], [-0.45, -1.96, 1.12], [0.07, 0.41, -0.35], [0.70, -2.12, 1.85], [-1.53, -1.55, 1.82], [-1.65, 0.62, 0.82], [-1.48, 2.05, -0.29], [-0.33, 1.83, 1.15], [1.84, 1.62, -0.13], [2.26, -0.18, -0.13], [1.41, 0.71, 1.21], [0.67, -0.88, -1.90], [-1.15, -0.57, -1.73], [-0.15, 0.83, -2.49], [-0.61, -2.71, 0.33]], "lowdin_charge": [-0.07, -0.13, -0.11, -0.16, -0.42, 0.00, 0.02, 0.06, 0.08, 0.08, 0.05, 0.14, 0.06, 0.06, 0.09, 0.12, 0.11], "relative_energy_kcal_mol": 113.96, "max_force_ev_per_a": 4.6, "e_lumo_ev": [0.81, 0.86], "gap_ev": [8.1, 9.4]}


No. 4
{"formula": "C5H10F5N2O7S3", "method": "ωB97M-V/def2-TZVPD", "symbols": ["C", "C", "N", "O", "S", "O", "O", "C", "C", "C", "F", "F", "F", "H", "H", "H", "H", "H", "H", "H", "H", "H", "H", "N", "S", "O", "O", "F", "S", "O", "O", "F"], "positions_angstrom": [[-4.23, 0.85, -1.65], [-2.75, 1.14, -1.39], [-1.95, 0.13, -2.10], [-0.61, 0.27, -1.62], [0.49, 0.44, -2.84], [0.31, -0.68, -3.73], [1.69, 0.04, -1.84], [2.22, 1.19, -1.15], [3.11, 0.70, -0.01], [3.25, 1.75, 1.06], [2.20, 1.84, 1.89], [4.34, 1.52, 1.83], [3.42, 3.00, 0.53], [-4.44, -0.22, -1.55], [-4.85, 1.38, -0.92], [-4.51, 1.15, -2.66], [-2.53, 1.10, -0.31], [-2.49, 2.13, -1.77], [-2.20, -0.77, -1.70], [2.80, 1.79, -1.87], [1.42, 1.83, -0.76], [4.13, 0.49, -0.35], [2.68, -0.19, 0.44], [-0.18, -3.16, 2.28], [0.11, -1.96, 1.28], [1.30, -1.23, 1.57], [-1.04, -1.23, 0.84], [0.50, -2.85, 0.03], [-0.59, -2.77, 3.76], [-0.55, -3.92, 4.60], [-1.70, -1.88, 3.86], [0.65, -1.88, 4.25]], "lowdin_charge": [-0.09, -0.27, -0.07, -0.38, 0.92, -0.40, -0.32, -0.23, -0.04, -0.61, 0.15, 0.12, 0.10, 0.07, 0.07, 0.07, 0.11, 0.11, 0.11, 0.12, 0.12, 0.14, 0.10, -0.31, 0.49, -0.30, -0.29, -0.18, 0.47, -0.30, -0.30, -0.20], "total_charge": -1, "max_force_ev_per_a": 0.9, "e_lumo_ev": 2.58, "gap_ev": 9.2}


No. 5
{"formula": "C5H10F5N2P3", "method": "ωB97M-V/def2-TZVPD", "symbols": ["C", "C", "C", "C", "C", "N", "N", "F", "F", "F", "F", "F", "P", "P", "P", "H", "H", "H", "H", "H", "H", "H", "H", "H", "H"], "positions_angstrom": [[-0.87, -1.14, -0.70], [0.23, -1.30, 0.41], [0.24, 0.17, 0.85], [-0.68, 0.45, 2.00], [0.58, 0.98, -2.15], [-3.49, -0.36, 0.57], [-1.99, 1.57, -0.90], [-3.22, -2.25, -1.31], [-2.48, -2.57, 0.89], [0.47, 2.86, 0.11], [-4.52, 1.61, -0.51], [-3.34, 2.08, 1.35], [-2.57, -1.43, -0.13], [-0.51, 0.78, -0.69], [-3.15, 1.16, 0.06], [-0.77, -2.07, -1.26], [-0.06, -1.95, 1.21], [1.17, -1.55, -0.13], [1.12, 0.65, 1.12], [-1.67, 0.13, 1.77], [-0.64, 1.55, 2.26], [-0.26, 0.03, 2.92], [0.82, 2.02, -2.45], [1.45, 0.53, -1.97], [-0.04, 0.42, -3.03]], "lowdin_charge": [-0.35, -0.19, -0.44, -0.11, -0.16, -0.19, -0.23, -0.10, -0.07, -0.58, -0.10, -0.11, 0.57, 0.87, 0.39, 0.09, 0.10, 0.13, 0.10, 0.00, 0.12, 0.10, 0.07, -0.01, 0.12], "relative_energy_kcal_mol": 0.00, "max_force_ev_per_a": 5.6, "e_lumo_ev": 0.26, "gap_ev": 9.8}


No. 6
{"formula": "C5H10FN", "method": "ωB97M-V/def2-TZVPD", "symbols": ["C", "C", "C", "C", "C", "H", "H", "H", "H", "H", "H", "H", "H", "H", "H", "N", "F"], "positions_angstrom": [[-0.41, -1.46, -0.70], [0.03, -0.24, -0.13], [-0.41, 0.70, -1.27], [-0.55, 0.31, 1.08], [0.86, 0.70, 1.43], [0.43, -1.96, -1.38], [-0.52, -2.23, 0.17], [-1.31, -1.46, -1.41], [-1.61, 0.76, -1.40], [-0.15, 0.22, -2.29], [-1.25, 1.18, 0.96], [-1.11, -0.37, 1.81], [1.34, 0.34, 2.40], [0.92, 1.82, 1.16], [2.00, 0.08, 0.12], [1.25, -0.32, 0.53], [0.49, 1.92, -1.10]], "lowdin_charge": [-0.09, -0.70, -0.06, -0.14, -0.20, 0.13, 0.12, 0.11, 0.17, 0.13, 0.12, 0.14, 0.13, 0.14, 0.08, 0.06, -0.13], "relative_energy_kcal_mol": 87.93, "max_force_ev_per_a": 7.1, "e_lumo_ev": 0.93, "gap_ev": 10.4}


No. 7
{"formula": "C5H10FN2", "method": "ωB97M-V/def2-TZVPD", "symbols": ["C", "C", "C", "C", "C", "N", "N", "F", "H", "H", "H", "H", "H", "H", "H", "H", "H", "H"], "positions_angstrom": [[-3.73, 0.38, -0.37], [1.57, -0.40, -0.74], [1.72, 0.36, 0.54], [0.11, -0.48, -0.95], [0.49, -0.06, 1.24], [-0.48, -0.31, 0.13], [-3.08, -0.61, 0.22], [-5.04, 0.57, -0.07], [2.17, 0.07, -1.52], [2.05, -1.38, -0.62], [2.69, 0.23, 0.98], [1.56, 1.43, 0.34], [-0.38, -0.68, -1.83], [-3.47, 1.20, -1.03], [0.72, -1.04, 1.66], [0.12, 0.72, 1.89], [-1.50, -0.49, 0.24], [-3.60, -1.02, 0.95]], "lowdin_charge": [-0.14, -0.14, -0.16, -0.12, -0.06, 0.13, 0.12, 0.05, 0.14, 0.15, 0.14, 0.15, 0.11, 0.14, 0.18, 0.15, 0.06, 0.08], "spin_multiplicity": 3, "total_charge": 1, "relative_energy_kcal_mol": 9.93, "max_force_ev_per_a": 13.6, "e_lumo_ev": [-3.10, -9.05], "gap_ev": [7.9, 6.7]}


No. 8
{"formula": "C5H10FNO", "method": "ωB97M-V/def2-TZVPD", "symbols": ["C", "C", "C", "C", "C", "H", "H", "H", "H", "H", "H", "H", "H", "H", "H", "N", "O", "F"], "positions_angstrom": [[2.68, -0.06, -0.07], [0.48, 0.38, 1.03], [-0.68, 0.50, 0.04], [-1.87, -0.43, 0.17], [0.35, 0.00, -0.98], [3.12, 0.92, -0.48], [3.09, -1.09, -0.63], [3.24, -0.38, 0.88], [0.96, 1.35, 1.12], [0.32, -0.02, 2.09], [-2.40, -0.40, -0.77], [-2.37, -0.21, 1.16], [-0.25, -1.71, 0.48], [-0.10, -0.85, -1.66], [0.54, 1.00, -1.73], [1.29, -0.44, 0.06], [-1.29, -1.73, -0.05], [-1.18, 1.77, -0.18]], "lowdin_charge": [-0.13, -0.10, -0.48, -0.18, -0.14, 0.10, 0.13, 0.09, 0.11, 0.15, 0.13, 0.14, 0.20, 0.15, 0.19, -0.22, -0.17, 0.02], "relative_energy_kcal_mol": 81.80, "max_force_ev_per_a": 5.5, "e_lumo_ev": 0.87, "gap_ev": 10.5}


No. 9
{"formula": "C5H10FO3S", "method": "ωB97M-V/def2-TZVPD", "symbols": ["C", "C", "C", "C", "C", "O", "O", "O", "F", "S", "H", "H", "H", "H", "H", "H", "H", "H", "H", "H"], "positions_angstrom": [[-0.57, 0.36, 1.63], [-1.45, 1.45, -0.44], [-0.78, -2.61, -1.34], [-0.19, 1.07, 0.34], [0.66, 0.23, -0.56], [2.70, 1.05, 0.91], [2.00, -1.22, 1.22], [3.08, -0.60, -0.83], [0.98, 0.74, -1.79], [2.25, -0.21, 0.25], [0.35, -0.02, 1.96], [-1.31, -0.37, 1.67], [-0.97, 1.09, 2.33], [-2.20, 1.98, 0.12], [-2.07, 0.65, -0.78], [-1.09, 1.81, -1.36], [-0.15, -3.16, -0.74], [-1.00, -1.50, -0.91], [-0.70, -2.73, -2.39], [0.46, 2.01, 0.72]], "lowdin_charge": [-0.08, -0.09, 0.10, -0.40, -0.27, -0.38, -0.36, -0.34, 0.00, 0.37, 0.03, 0.05, 0.08, 0.07, 0.06, 0.05, -0.06, 0.03, -0.04, 0.18], "total_charge": -1, "relative_energy_kcal_mol": 116.53, "max_force_ev_per_a": 4.8, "e_lumo_ev": [3.31, 2.90], "gap_ev": [8.4, 7.6]}


No. 10
{"formula": "C5H10IN2", "method": "ωB97M-V/def2-TZVPD", "symbols": ["C", "C", "C", "C", "C", "N", "N", "I", "H", "H", "H", "H", "H", "H", "H", "H", "H", "H"], "positions_angstrom": [[1.67, 0.44, -1.42], [-0.03, 1.37, 0.76], [0.53, -0.06, -1.00], [-0.81, -0.89, 0.90], [-0.36, -1.31, -2.18], [-0.12, 0.18, 0.21], [-0.47, 1.68, 1.96], [-2.35, -0.61, -2.45], [2.27, 1.11, -0.83], [2.07, 0.19, -2.39], [0.45, 2.15, 0.18], [-1.78, -0.55, 1.25], [-0.97, -1.72, 0.22], [-0.21, -1.26, 1.74], [-0.32, -2.29, -1.72], [0.21, -1.24, -3.09], [-0.40, 2.62, 2.30], [-0.90, 0.99, 2.57]], "lowdin_charge": [0.07, -0.10, -0.25, -0.02, -0.53, -0.11, 0.22, 0.81, 0.08, 0.08, 0.17, 0.11, 0.07, 0.12, 0.01, 0.01, 0.14, 0.13], "total_charge": 1, "relative_energy_kcal_mol": 31.97, "max_force_ev_per_a": 5.2, "e_lumo_ev": -3.67, "gap_ev": 9.1}